This record from the Open Molecules 2025 dataset describes a molecular structure, C29H52F3I2N3O4Si2 in a non-equilibrium geometry. The level of theory is the ωB97M-V functional and the def2-TZVPD basis.

```
! wB97M-V def2-TZVPD RIJCOSX def2/J DEFGRID3
* xyz 0 1
C -1.51102 -3.34409 3.57366
C -1.13320 -3.10286 2.10503
N -1.70537 -1.80333 1.68269
Si -1.69020 -1.44391 -0.03315
C -3.27387 -0.48293 -0.36808
C -3.16926 0.43450 -1.60306
C -3.81714 1.80176 -1.31213
C -5.34229 1.72245 -1.20476
C -5.90948 3.05191 -0.73168
O -7.04136 2.82359 0.08573
C -7.63114 4.03609 0.49298
C -8.65840 3.79597 1.57299
C -1.75475 -2.98842 -1.12168
C -3.06462 -3.77276 -0.83989
C -3.01723 -5.22695 -1.14911
F -3.35134 -5.56969 -2.41179
C -2.76148 -6.23328 -0.32027
F -1.86887 -6.23216 0.64175
F -3.36610 -7.40015 -0.41521
O -0.44666 -0.42610 -0.49942
Si 1.06315 -0.52297 0.16150
I 2.15108 -2.70735 -0.25220
C 2.11619 0.71686 -0.75533
C 1.82025 0.79790 -2.24769
C 2.47477 2.02987 -2.89382
N 2.21433 3.25120 -2.11585
C 3.40139 3.98538 -1.65201
C 3.19086 4.50748 -0.24265
C 2.48569 5.70500 -0.09111
C 2.21809 6.22461 1.17346
C 2.69033 5.54889 2.29806
C 3.41597 4.37217 2.16675
C 3.66491 3.84132 0.89847
O 4.38870 2.68779 0.82994
C 1.13243 -0.06621 1.98368
I -0.11643 1.68611 2.19441
C 2.56863 0.28736 2.43473
C 2.73749 -0.13721 3.90128
H -1.25041 -4.35480 3.87431
H -2.56976 -3.14525 3.72346
H -0.93637 -2.65038 4.18466
H -0.04934 -3.03134 2.07714
H -1.51233 -3.95151 1.53842
H -2.69231 -1.84960 1.92433
H -3.44147 0.11835 0.52631
H -4.09755 -1.17583 -0.52585
H -2.14130 0.65100 -1.88782
H -3.68974 0.01656 -2.46531
H -3.43591 2.12452 -0.33958
H -3.49584 2.55111 -2.03576
H -5.58678 0.95470 -0.47480
H -5.72038 1.48472 -2.19616
H -6.23208 3.61945 -1.61346
H -5.16296 3.65242 -0.20309
H -6.85528 4.70844 0.87754
H -8.10544 4.54696 -0.35337
H -8.20808 3.31581 2.43525
H -9.04953 4.76862 1.86774
H -9.50019 3.21761 1.20221
H -0.88391 -3.62475 -1.00434
H -1.83342 -2.60942 -2.14150
H -3.90192 -3.34481 -1.38360
H -3.32530 -3.68932 0.21643
H 3.16783 0.46178 -0.60006
H 1.96614 1.68007 -0.26359
H 2.26475 -0.07420 -2.73056
H 0.75317 0.80597 -2.45228
H 3.53754 1.85122 -3.05567
H 2.00591 2.14346 -3.87292
H 1.67360 3.87797 -2.69056
H 4.29033 3.35649 -1.69707
H 3.61953 4.84267 -2.29071
H 2.13534 6.23701 -0.96483
H 1.65669 7.13816 1.29823
H 2.48864 5.93557 3.28573
H 3.79748 3.82195 3.01474
H 4.40991 2.36794 -0.07535
H 0.75805 -0.85078 2.63308
H 3.30062 -0.24878 1.83189
H 2.71197 1.36041 2.40496
H 1.91655 0.27498 4.48642
H 2.60646 -1.21845 3.95242
H 3.69699 0.16085 4.30940
C 6.71126 -3.54542 -0.97055
O 6.39175 -2.45927 -1.41095
N 6.51519 -4.71763 -1.60481
C 6.91742 -5.98463 -1.02910
C 5.87657 -4.69983 -2.91028
H 7.19984 -3.65982 0.01251
H 7.63926 -6.48157 -1.68055
H 6.04848 -6.63421 -0.90522
H 7.37614 -5.82277 -0.05609
H 6.46549 -4.10137 -3.60586
H 4.88447 -4.25314 -2.83447
H 5.79017 -5.71566 -3.28735
*
```

Values from the calculation:
Orbital gap ... 0.32076 Ha
Maximum force ... 1.5 eV/A

These are the Mulliken partial charges, in e, on atoms 1 to 2: number 1, C, carries -1.408; number 2, C, carries 0.513

This record from the Open Molecules 2025 dataset describes a molecular structure, CHInO3 in a non-equilibrium geometry. The level of theory is the ωB97M-V functional and the def2-TZVPD basis.

```
! wB97M-V def2-TZVPD RIJCOSX def2/J DEFGRID3
* xyz 2 1
In 1.66601 -2.64757 -1.34421
O -1.03421 1.22335 0.46631
C -0.07712 0.38160 0.47847
O 0.15038 -0.18828 -0.61446
O 0.60418 0.12230 1.46015
H -1.30924 1.10860 -0.44627
*
```

Values from the calculation:
Orbital gap ... 0.16863 Ha
Energy above the lowest of the compared OMol25 structures with the same formula, charge and spin ... 21.3 kcal/mol
Maximum force ... 4.0 eV/A

These are the Mulliken partial charges, in e, on atoms 1 to 2: number 1, In, carries 1.191; number 2, O, carries -0.214

This record from the Open Molecules 2025 dataset describes a single C4H4OS molecule in a non-equilibrium geometry. The level of theory is the ωB97M-V functional and the def2-TZVPD basis.

```
! wB97M-V def2-TZVPD RIJCOSX def2/J DEFGRID3
* xyz 0 1
C 3.07330 -0.50480 0.03889
C 1.93756 -0.12566 -0.10841
C 0.55550 0.33830 -0.21236
O 0.26560 1.51200 -0.25974
S -0.65115 -0.95579 -0.28733
C -2.10952 0.01108 0.13671
H 4.06111 -0.87394 0.08916
H -2.06867 0.96855 -0.38483
H -2.96282 -0.53054 -0.25656
H -2.10091 0.16081 1.24447
*
```

Values from the calculation:
SMILES string ... C#CC(=O)SC
Orbital gap ... 0.35966 Ha
Energy above the lowest of the compared OMol25 structures with the same formula, charge and spin ... 42.0 kcal/mol
Maximum force ... 1.3 eV/A

These are the Mulliken partial charges, in e, on atoms 1 to 2: number 1, C, carries 0.371; number 2, C, carries -0.585

This record from the Open Molecules 2025 dataset describes 2 unconnected molecules or ions with the total composition C9H20N5O4 in a non-equilibrium geometry. The level of theory is the ωB97M-V functional and the def2-TZVPD basis.

```
! wB97M-V def2-TZVPD RIJCOSX def2/J DEFGRID3
* xyz 1 1
N 3.00807 -1.60440 3.20004
C 2.25007 -0.44632 3.00894
O 1.83250 0.18327 3.90995
C 2.01050 -0.03356 1.56093
C 1.74212 1.45650 1.47238
N 0.55685 1.81559 0.64816
C -0.66011 1.40270 1.23160
N -1.02007 1.86228 2.38006
N -1.43674 0.59305 0.54036
C -1.67764 -0.75237 1.13569
O -2.29793 -0.70281 2.38320
N -1.33713 -0.91630 3.42367
O -1.84887 -1.17726 4.42393
H 3.17770 -2.04588 2.30283
H 3.91568 -1.38915 3.59845
H 2.92127 -0.25394 1.02608
H 1.24363 -0.63542 1.08930
H 2.58934 1.91250 0.98990
H 1.70145 1.90170 2.46224
H 0.52295 2.83290 0.66368
H -1.98751 1.81400 2.67586
H -0.37730 2.32078 3.00706
H -0.94462 0.42180 -0.33925
H -0.79083 -1.36794 1.16867
H -2.36249 -1.25394 0.47510
C -0.22386 -0.01454 -4.49195
C -1.64475 -0.56150 -4.40639
C -1.57694 -1.41577 -3.15130
O -0.60740 -0.79409 -2.28504
C 0.11767 0.20385 -3.02788
H -0.13835 0.89443 -5.08374
H 0.43934 -0.76657 -4.92363
H -2.35261 0.25866 -4.26653
H -1.94998 -1.12746 -5.28363
H -1.23103 -2.42796 -3.37639
H -2.53408 -1.48360 -2.63321
H -0.21234 1.19278 -2.68798
H 1.18348 0.10402 -2.82116
*
```

Values from the calculation:
Orbital gap ... 0.32888 Ha
Maximum force ... 2.8 eV/A

These are the Mulliken partial charges, in e, on atoms 1 to 2: number 1, N, carries -0.589; number 2, C, carries 0.469